The following is a quantum chemistry calculation of a molecular structure, C60H43Cl4N4NiOSi at a distorted geometry, from the OMol25 dataset.

```
114
Properties=species:S:1:pos:R:3:forces:R:3:lowdin_charge:R:1
Ni 0.163618 1.168296 0.562884 0.048 1.024 0.638 0.487
Cl 6.556118 2.511296 6.890684 0.113 0.037 0.106 0.644
C 5.497418 2.012196 5.608184 -0.101 -0.041 -0.155 -0.679
C 5.898018 1.016096 4.735584 0.085 0.049 0.133 -0.105
C 5.048918 0.615896 3.717384 -0.130 -0.020 -0.062 -0.026
C 3.798518 1.201596 3.561084 0.178 0.026 0.170 -0.185
C 3.419618 2.203096 4.457584 0.071 -0.068 -0.042 -0.009
C 4.258818 2.616496 5.473084 0.116 -0.040 0.103 -0.100
C 2.818218 0.873296 2.507484 -0.618 -0.282 -0.424 -0.063
C 3.036418 1.232296 1.175884 -0.548 0.252 -0.076 -0.210
C 4.306918 1.348996 0.539184 0.246 0.119 -0.423 0.003
C 4.067418 1.535296 -0.786416 0.425 -0.096 0.220 0.006
C 2.649018 1.663596 -0.951216 -0.578 -0.063 0.038 -0.196
C 1.931418 2.184096 -2.046816 -0.790 0.363 1.279 -0.037
C 2.319618 2.242696 -3.447216 0.248 0.110 -0.851 -0.160
C 1.276718 2.205996 -4.395716 0.155 -0.116 0.321 -0.037
C 1.501618 2.284196 -5.750716 0.271 0.075 -0.249 -0.092
C 2.804718 2.386196 -6.210916 -0.168 -0.018 0.204 -0.679
Cl 3.107418 2.534396 -7.911216 0.059 -0.035 -0.200 0.646
C 3.862318 2.387996 -5.319616 0.028 0.003 -0.127 -0.107
C 3.622018 2.323196 -3.959716 -0.208 0.015 0.210 -0.008
C 0.681418 2.819096 -1.738616 0.567 -0.863 0.300 -0.232
N -0.155782 2.493496 -0.732816 -0.094 0.175 -0.324 0.080
C -1.168182 3.422896 -0.730016 -0.302 -0.568 0.657 -0.198
C -2.367982 3.261996 -0.018416 0.941 -0.240 -0.416 -0.059
C -3.401082 4.306296 -0.113416 -0.190 0.217 -0.079 -0.189
C -3.924482 4.686396 -1.347716 -0.053 -0.097 0.140 -0.033
C -4.825982 5.727896 -1.451216 -0.091 0.141 -0.016 -0.101
C -5.208482 6.411496 -0.309416 0.136 -0.196 0.006 -0.681
Cl -6.301282 7.750896 -0.439916 -0.156 0.150 -0.008 0.648
C -4.727082 6.038096 0.933384 -0.095 0.084 -0.041 -0.104
C -3.833182 4.986296 1.025384 0.026 -0.123 -0.112 -0.010
C -2.626182 2.071996 0.663684 0.479 -0.435 0.346 -0.217
C -3.925382 1.529796 0.901484 -0.199 -0.243 0.130 0.002
C -3.749382 0.271096 1.382484 -0.231 0.178 -0.043 -0.013
C -2.338382 0.081296 1.560784 0.297 0.232 -0.074 -0.205
N -1.682782 1.170196 1.055084 -0.258 0.141 -0.285 0.085
C -1.696282 -0.911104 2.307884 0.875 0.729 -0.111 -0.033
C -0.343582 -0.714004 2.696384 -0.636 0.246 -0.517 -0.221
C 0.262018 -1.234404 3.874484 0.679 -0.048 0.424 0.001
C 1.466618 -0.600504 4.019084 -0.474 -0.452 0.321 -0.001
C 1.619218 0.248796 2.890284 -0.219 0.306 -0.585 -0.231
N 0.496818 0.177496 2.117084 0.489 -0.177 0.260 0.063
C -2.396382 -2.098104 2.791884 -0.266 -0.435 0.295 -0.163
C -1.788082 -3.345704 2.622284 -0.102 0.287 -0.124 -0.012
C -2.431582 -4.509604 2.983984 -0.176 -0.179 0.167 -0.093
C -3.690582 -4.438404 3.556984 0.172 0.240 -0.036 -0.678
Cl -4.521182 -5.896004 3.986584 -0.121 -0.241 0.084 0.646
C -4.290482 -3.215204 3.804684 -0.032 -0.141 -0.010 -0.104
C -3.643282 -2.055904 3.420884 0.130 0.053 -0.029 -0.026
C -0.887982 4.419896 -1.700416 0.623 0.246 -0.659 -0.005
C 0.240018 4.017196 -2.361216 -0.798 0.695 -0.086 -0.012
N 2.050318 1.432996 0.255284 0.162 -0.265 0.158 0.082
H 6.863718 0.552096 4.861484 0.091 -0.047 0.007 0.102
H 5.354618 -0.176404 3.051984 0.029 -0.100 -0.108 0.119
H 2.453918 2.670096 4.338884 -0.117 0.030 -0.015 0.127
H 3.959818 3.396496 6.156184 -0.020 0.055 0.059 0.103
H 5.255218 1.236496 1.029184 0.194 0.060 0.015 0.099
H 4.814018 1.627696 -1.548316 0.115 -0.032 -0.134 0.085
H 0.260718 2.101396 -4.053016 -0.062 -0.099 0.045 0.113
H 0.674718 2.265996 -6.444616 -0.028 -0.023 -0.061 0.107
H 4.873218 2.454596 -5.692716 0.073 0.037 -0.012 0.101
H 4.471518 2.379596 -3.301716 0.044 -0.004 0.102 0.090
H -3.626582 4.144396 -2.231916 0.043 -0.038 -0.098 0.125
H -5.225382 6.012696 -2.412016 -0.056 0.053 -0.077 0.103
H -5.039582 6.575796 1.815984 -0.026 0.030 0.050 0.102
H -3.448482 4.704096 1.993584 0.093 -0.073 0.079 0.123
H -4.844282 2.027296 0.656584 -0.223 0.039 -0.020 0.108
H -4.511182 -0.455604 1.580084 -0.146 -0.125 0.080 0.098
H -0.169782 -1.966204 4.529284 -0.095 -0.144 0.109 0.108
H 2.211918 -0.748104 4.777484 0.058 -0.029 0.218 0.107
H -0.814482 -3.390904 2.160984 0.154 -0.039 -0.138 0.117
H -1.966882 -5.469804 2.822584 0.038 -0.082 -0.051 0.108
H -5.251082 -3.174304 4.297684 -0.047 -0.009 -0.006 0.101
H -4.105782 -1.104804 3.637484 0.012 0.081 0.000 0.112
H -1.474682 5.297596 -1.884816 -0.046 0.199 -0.038 0.101
H 0.741318 4.517696 -3.167916 0.053 0.093 -0.107 0.112
C -0.451982 -0.959204 -3.721916 0.047 -0.107 0.202 -0.101
C 0.482018 -1.959004 -3.058116 -0.196 -0.602 0.756 -0.591
C 1.917818 -1.476704 -3.199416 -0.147 -0.019 0.100 -0.090
C 0.326218 -3.311904 -3.739116 0.053 0.170 -0.095 -0.109
Si 0.029018 -2.019604 -1.140116 0.185 -0.201 -1.481 0.440
O 0.136518 -0.541504 -0.677016 -0.104 -0.015 0.313 -0.295
C -1.729482 -2.770004 -1.016816 0.560 0.059 0.049 -0.198
C -1.975882 -4.118004 -0.784116 0.010 -0.048 0.020 -0.109
C -3.263882 -4.616404 -0.720016 -0.111 -0.211 0.033 -0.103
C -4.345582 -3.767304 -0.873116 -0.170 -0.084 0.045 -0.106
C -4.125182 -2.418704 -1.095916 -0.134 0.048 0.025 -0.098
C -2.831582 -1.934904 -1.166316 0.050 0.173 0.032 -0.102
C 1.178518 -3.297704 -0.298416 -0.350 0.315 -0.170 -0.196
C 1.320718 -4.611104 -0.738816 0.009 -0.087 -0.090 -0.122
C 2.119718 -5.520404 -0.069616 0.029 -0.206 -0.036 -0.101
C 2.804618 -5.134204 1.069884 0.091 -0.058 0.083 -0.111
C 2.689418 -3.829404 1.521084 0.108 -0.052 0.168 -0.093
C 1.885018 -2.930604 0.841884 -0.010 0.139 0.013 -0.086
H -0.169082 -0.814204 -4.766916 0.010 0.027 -0.235 0.075
H -0.397182 -0.006504 -3.207916 -0.046 0.285 0.138 0.057
H -1.480682 -1.309304 -3.684716 -0.244 -0.013 -0.072 0.070
H 2.200718 -1.399804 -4.251616 0.075 0.006 -0.239 0.079
H 2.605518 -2.163704 -2.709716 0.198 -0.068 0.070 0.075
H 2.027318 -0.496004 -2.747516 0.095 0.150 0.139 0.054
H 0.355318 -3.181104 -4.823316 0.020 -0.103 -0.245 0.073
H -0.625382 -3.774204 -3.480216 -0.131 -0.159 -0.043 0.069
H 1.138318 -3.982804 -3.466216 0.042 -0.136 -0.006 0.060
H -1.148482 -4.791604 -0.619616 0.056 -0.114 -0.007 0.080
H -3.421282 -5.671404 -0.541316 -0.058 -0.094 0.054 0.096
H -5.353682 -4.153604 -0.797416 -0.061 -0.015 -0.035 0.092
H -4.961482 -1.741104 -1.200816 -0.086 0.065 -0.010 0.096
H -2.660382 -0.879004 -1.306516 0.018 0.258 -0.067 0.100
H 0.796818 -4.940004 -1.623916 -0.048 -0.056 -0.075 0.081
H 2.198418 -6.535804 -0.438616 0.041 -0.043 0.013 0.095
H 3.422318 -5.848104 1.598284 0.054 -0.020 0.049 0.091
H 3.220518 -3.510704 2.408984 0.031 0.011 0.059 0.094
H 1.793618 -1.916204 1.196284 -0.001 0.259 0.095 0.084
```
Forces are in eV/Å.

## Properties
Net charge: -1
HOMO-LUMO gap (alpha / beta) (Ha): 0.18774 / 0.18796
2S+1: 1
Max |F| (eV Å⁻¹): 1.5
Calculated total energy (Ha): -6245.27788